(1)
DFT (the ωB97M-V functional and the def2-TZVPD basis) results for C9Cl5NiOS4 as an isolated structure.

Geometry as XYZ:
```
20
Properties=species:S:1:pos:R:3:mulliken_charge:R:1
Ni -0.0853 -0.1209 -0.0300 -0.285
O -3.1497 -6.0945 -0.5791 -0.582
C -2.5985 -5.0243 -0.4739 0.501
S -2.3303 -3.9144 -1.8220 -0.173
C -1.5164 -2.6606 -0.8999 0.169
C -1.3525 -2.8726 0.3936 0.133
S -0.5665 -1.7295 1.4444 -0.334
S -1.9656 -4.3830 1.0448 -0.189
S -0.9704 -1.2183 -1.7211 -0.356
Cl -0.1230 1.2581 -3.6256 -0.216
C 0.5520 2.0734 -2.2532 1.846
C 0.5004 1.4688 -1.0097 -1.089
C 1.0610 2.1915 0.0141 0.810
Cl 0.9468 1.3375 1.5462 -0.199
C 1.6541 3.4334 -0.0867 -0.810
Cl 2.3182 4.2203 1.2965 -0.200
C 1.6904 4.0159 -1.3499 0.840
Cl 2.4151 5.5685 -1.5593 -0.204
C 1.1376 3.3325 -2.4344 -0.475
Cl 1.1854 4.0591 -3.9997 -0.187
```

HOMO-LUMO gap (eV): 6.4
Lowest unoccupied orbital energy (eV): 2.23
Total charge: -1


(2)
DFT (the ωB97M-V functional and the def2-TZVPD basis) results for C9F27HfN4O19S9 as an isolated structure.

Geometry as XYZ:
```
69
Properties=species:S:1:pos:R:3:mulliken_spin:R:1
Hf 0.8506 10.5546 17.0073 0.513
C 5.5365 11.7758 15.7047 0.000
F 6.3533 12.6268 15.2011 0.000
F 5.1851 11.0006 14.7433 0.000
F 6.1721 11.0996 16.6894 0.000
S 4.0153 12.6382 16.4982 -0.007
O 3.6818 13.6820 15.5502 -0.002
O 2.9158 11.6681 16.7233 0.145
O 4.4931 13.1066 17.7364 0.001
C -1.2707 7.8848 14.2956 0.002
F -0.3519 6.9995 14.1248 0.000
F -2.2600 7.7873 13.3836 0.000
F -1.8912 7.5843 15.4720 0.000
S -0.4932 9.7884 14.3167 -0.010
O -0.7862 10.5795 13.0956 0.004
O -1.0612 10.2911 15.5844 0.009
N 1.1795 9.7148 14.8767 0.070
S 1.9521 9.1362 13.5533 -0.001
O 3.1932 8.5079 14.0138 0.003
O 1.1641 8.4069 12.5740 0.000
C 2.5927 10.7967 12.6920 0.003
F 1.7042 11.1228 11.6989 0.000
F 2.8468 11.8571 13.4613 0.000
F 3.7237 10.5447 12.0613 0.000
C 1.2586 6.5337 18.9478 0.000
F 1.1400 5.2353 18.7756 0.000
F 0.1774 7.0296 19.5761 0.000
F 2.3240 6.8466 19.7015 0.000
S 1.5444 7.3157 17.1539 0.019
O 2.0877 6.2626 16.2577 -0.002
O 0.2971 7.9359 16.7390 0.012
N 2.4300 8.8569 17.4568 0.024
S 3.9179 8.2209 17.4593 0.004
O 4.1408 6.8034 17.7708 -0.001
O 4.6132 8.6948 16.3087 0.004
C 4.5676 9.1299 19.0248 0.001
F 5.8280 8.7374 19.1987 0.000
F 4.3461 10.4971 19.0057 0.000
F 3.9097 8.6352 20.1238 0.000
C -0.7696 11.4283 21.5137 0.000
F -0.7611 10.7927 22.6575 0.000
F -1.9598 11.5666 21.1677 0.001
F -0.1462 12.5689 21.6751 0.000
S 0.3001 10.3979 20.1634 0.007
O 1.1787 11.2832 19.4151 0.016
O 0.8003 9.2257 20.8752 0.002
N -0.5942 10.0037 18.7198 0.065
S -1.9179 9.1891 19.2098 0.009
O -1.9404 7.9362 18.3865 0.003
O -2.0113 8.9010 20.5879 -0.001
C -3.4389 10.4244 18.5990 0.002
F -3.0623 11.3221 17.7265 0.001
F -4.3733 9.6625 18.1254 0.001
F -3.8733 11.0888 19.6761 0.000
C 0.9040 14.7870 18.6767 0.011
F 0.3973 15.7832 19.3417 0.001
F 1.8130 15.2738 17.7625 0.000
F 1.6514 14.0465 19.4945 0.000
S -0.6182 13.7811 17.8628 0.010
O -1.0429 12.9214 18.9881 -0.005
O -1.5399 14.7816 17.3841 0.007
N 0.0581 12.6367 16.6513 0.072
S -0.0648 13.5950 15.3045 0.009
O 0.4038 15.0245 15.2761 0.003
O 0.6557 12.8190 14.3727 -0.007
C -2.0447 13.6417 14.8221 0.004
F -2.6904 12.7629 15.5291 0.000
F -2.7032 14.8605 14.9326 0.000
F -2.0927 13.4120 13.5411 0.000
```

Spin multiplicity: 2
HOMO-LUMO gap (spin up / spin down) (eV): 5.9 / 9.3
Lowest unoccupied orbital energy (spin up / spin down) (eV): 4.07 / 4.07
Total charge: -2


(3)
DFT (the ωB97M-V functional and the def2-TZVPD basis) results for C9H10AlBF4N5O2S as an isolated structure.

Geometry as XYZ:
```
33
Properties=species:S:1:pos:R:3:mulliken_charge:R:1
Al -0.5479 0.2031 -1.2422 0.409
O -1.8921 1.3458 -4.7832 -0.559
C -1.4091 1.1535 -3.6540 0.206
O -1.1768 0.0507 -2.8761 -0.244
C -1.0457 2.4069 -2.8995 0.468
C -1.0602 3.6911 -3.2991 -0.283
C -0.6150 4.7110 -2.5222 -0.426
C -0.1006 4.4263 -1.2759 -0.617
C 0.0456 3.1029 -0.8560 -0.059
N -0.5131 2.1578 -1.6005 0.015
H -1.6132 3.6246 -4.2075 0.526
H -0.5797 5.7846 -2.8321 0.388
H 0.1610 5.0448 -0.5451 0.553
H 0.2544 2.7474 0.2621 0.346
C 0.8113 -4.5881 2.8946 -1.098
C 0.1526 -4.3004 1.5730 0.875
N -0.0131 -5.1303 0.5491 -0.386
N -0.3865 -4.4126 -0.5363 -0.299
C -0.2084 -3.1686 -0.2165 0.467
S -0.2941 -2.0209 -1.5570 -0.088
N 0.0186 -3.0001 1.1633 0.456
N 0.2612 -1.7874 1.8140 -0.863
H 1.2457 -5.6275 2.8270 0.323
H 0.2734 -4.6636 3.7342 0.367
H 1.4465 -3.7707 3.1834 0.281
H -2.7657 -6.0200 -5.5364 0.004
H 0.2919 -1.0454 1.0759 0.305
H 1.0207 -1.8247 2.3936 0.275
F 0.0265 0.3407 0.3274 -0.345
B 2.1016 2.5968 4.6556 0.716
F 2.0686 3.5602 3.7236 -0.231
F 2.0640 1.2216 4.4373 -0.297
F 1.9774 3.1906 5.8255 -0.186
```

HOMO-LUMO gap (spin up / spin down) (eV): 8.8 / 5.5
ΔE to the lowest compared entry with this formula, charge and spin (kcal per mole): 206.97
Lowest unoccupied orbital energy (spin up / spin down) (eV): -4.32 / -7.03
Total charge: +1


(4)
DFT (the ωB97M-V functional and the def2-TZVPD basis) results for an isolated ion of composition C9H10BClF4NO4 and charge -1.

Geometry as XYZ:
```
30
Properties=species:S:1:pos:R:3:mulliken_charge:R:1
C 3.0789 -1.9212 0.6092 -1.246
C 1.9460 -1.1500 -0.1016 -0.303
C 0.7106 -0.8202 0.7405 0.024
Cl 1.2391 -0.1147 2.3222 -0.240
B -0.4470 0.1367 -0.0096 0.106
C -1.9135 -0.4480 0.5011 -0.637
C -2.0988 -0.5619 1.9635 0.292
O -2.2208 -1.5695 2.5998 -0.604
F -2.1335 0.6256 2.6089 -0.236
C -0.3442 -0.1489 -1.6446 -0.501
C -1.4532 0.3572 -2.4821 0.255
O -1.5148 1.3219 -3.1812 -0.549
F -2.5555 -0.4686 -2.4176 -0.287
N -0.2150 1.6594 0.4069 0.148
C 0.8252 2.3099 -0.2488 0.460
O 1.9402 2.4699 0.1209 -0.513
F 0.4568 2.8042 -1.4568 -0.242
C -1.3391 2.4832 0.5324 0.402
O -1.5587 3.2630 1.3973 -0.554
F -2.2352 2.3374 -0.4697 -0.216
H 4.0334 -1.4201 0.4602 0.295
H 3.1867 -2.9165 0.1690 0.313
H 2.8868 -2.0583 1.6679 0.367
H 2.3521 -0.2233 -0.5121 0.196
H 1.6228 -1.7532 -0.9522 0.224
H 0.2485 -1.7668 1.0323 0.396
H -2.7633 0.0751 0.0623 0.554
H -1.9551 -1.4761 0.1413 0.302
H 0.5732 0.2102 -2.1088 0.407
H -0.3525 -1.2367 -1.7508 0.388
```

HOMO-LUMO gap (eV): 9.5
Lowest unoccupied orbital energy (eV): 3.02
Total charge: -1